1.
The following is a DFT calculation (ωB97M-V/def2-TZVPD) of a molecular structure, C13H25INOP at a distorted geometry.

Atoms and positions in Å:
I (-3.423, -4.140, -1.914)
P (0.560, 1.369, 0.991)
O (-0.667, 5.504, -1.250)
N (0.230, -4.528, -0.757)
C (-0.318, 4.413, -0.339)
C (-1.691, 2.998, 1.504)
C (1.162, -5.396, -1.444)
C (0.745, -3.739, 0.375)
C (1.498, -0.096, 1.716)
C (0.470, -6.188, -2.572)
C (-0.482, 2.269, 2.316)
C (0.716, -2.154, 0.152)
C (0.488, 5.844, -2.071)
C (-1.112, -4.655, -1.335)
C (-1.022, -5.702, -2.509)
C (0.708, -1.487, 1.642)
C (-1.302, 4.437, 0.922)
H (1.307, -2.232, 2.295)
H (1.567, 2.336, 0.599)
H (1.824, -4.042, 0.650)
H (-2.604, 3.072, 2.192)
H (-2.284, 4.921, 0.554)
H (0.951, 4.931, -2.582)
H (-0.349, 3.452, -0.958)
H (-0.223, 0.999, -0.147)
H (1.584, -1.758, -0.492)
H (1.640, 0.139, 2.842)
H (-0.929, 1.530, 3.083)
H (0.779, 4.618, -0.030)
H (-1.933, 2.306, 0.621)
H (2.558, -0.216, 1.298)
H (0.152, 3.023, 2.918)
H (1.291, 6.330, -1.405)
H (-1.849, -6.072, -3.197)
H (2.265, -5.560, -1.228)
H (-0.246, -1.777, -0.351)
H (-0.871, 5.162, 1.692)
H (0.114, -3.970, 1.311)
H (0.912, -6.972, -3.283)
H (-2.090, -4.096, -0.965)
H (0.235, 6.592, -2.899)
H (-0.356, -1.462, 2.053)

Cartesian forces (eV/Å) of the 6 atoms listed first:
I -9.802 1.779 -3.681
P 1.132 0.051 1.849
O 1.231 -0.718 0.111
N 1.705 -2.593 -2.460
C 0.446 0.824 -0.219
C 0.618 0.092 0.007

The HOMO energy is -0.1558 Eh. The LUMO energy is -1.34 eV. Its largest force on an atom is 0.20654 Eh/bohr.

2.
The following is a DFT calculation (ωB97M-V/def2-TZVPD) of C5H9NO in the gas phase at a distorted geometry.

Atoms and positions in Å:
O (1.554, -2.031, -0.749)
N (-0.975, 1.326, -0.747)
C (1.332, 0.298, -0.106)
C (-1.489, 0.010, 1.306)
C (-1.261, 0.019, -0.189)
C (2.008, -1.058, -0.195)
C (0.052, 0.324, -0.861)
H (-1.434, -0.872, -0.767)
H (0.134, -0.105, -1.867)
H (-1.433, -1.009, 1.695)
H (-1.398, 1.550, -1.639)
H (-2.463, 0.423, 1.611)
H (1.144, 0.499, 0.954)
H (2.029, 1.058, -0.465)
H (2.998, -1.110, 0.306)
H (-0.736, 0.632, 1.804)

Cartesian forces (eV/Å) of the 6 atoms listed first:
O 0.146 0.541 0.260
N -0.141 0.298 -0.222
C 0.108 0.261 0.052
C 0.213 -0.130 -0.017
C 0.933 -0.440 0.149
C -0.096 -0.133 -0.114

The HOMO energy is -0.3516 Eh. The LUMO energy is 1.04 eV. Its largest force on an atom is 0.04098 Eh/bohr. The energy above the lowest of the compared OMol25 structures with the same formula, charge and spin comes out at 262.0 kJ/mol. As for the SMILES: C[C@H]1N[C@H]1CC=O.

3.
The following is a DFT calculation (ωB97M-V/def2-TZVPD) of 2 unconnected molecules or ions with the total composition C8H12O2 at a distorted geometry.

Atoms and positions in Å:
O (-1.368, -0.934, -1.312)
O (-3.147, -3.182, 0.440)
C (0.423, 1.826, 0.161)
C (2.024, 0.415, -0.872)
C (-2.720, -2.411, 1.523)
C (1.753, 1.563, -0.173)
C (-0.264, -0.169, -0.975)
C (2.856, 2.486, 0.313)
C (1.032, -0.481, -1.298)
C (-0.587, 0.976, -0.245)
H (-1.762, -1.916, 1.346)
H (-3.380, -1.565, 1.776)
H (-1.612, 1.206, -0.005)
H (3.449, 2.870, -0.503)
H (0.172, 2.698, 0.754)
H (-2.730, -2.996, 2.442)
H (-3.254, -2.644, -0.346)
H (1.238, -1.365, -1.890)
H (-1.140, -1.741, -1.782)
H (3.551, 1.899, 0.901)
H (3.036, 0.151, -1.124)
H (2.430, 3.313, 0.867)

Cartesian forces (eV/Å) of the 6 atoms listed first:
O 0.060 0.024 -0.014
O -0.245 -0.688 -0.149
C -0.050 -0.156 -0.160
C 0.014 -1.063 -0.736
C -0.185 1.422 0.642
C -0.065 0.669 0.626

The HOMO energy is -0.3156 Eh. The LUMO energy is 0.72 eV. Its largest force on an atom is 0.03055 Eh/bohr. The energy above the lowest of the compared OMol25 structures with the same formula, charge and spin comes out at 38.7 kJ/mol. As for the SMILES: Cc1ccc(O)cc1.CO.

4.
The following is a DFT calculation (ωB97M-V/def2-TZVPD) of a molecular structure, C22H44As3CrO3S.

Atoms and positions in Å:
As (0.813, -0.658, 1.741)
As (4.508, 0.394, -1.826)
As (0.540, 1.566, -1.072)
Cr (-0.823, -0.122, 0.041)
S (-1.178, -1.966, -1.343)
O (0.234, -1.472, -1.255)
O (-1.555, -2.275, 0.051)
O (-1.960, -0.788, -1.779)
C (4.230, 1.876, 1.138)
C (4.344, -1.388, -2.617)
C (-5.322, -0.979, -0.202)
C (6.261, 0.112, -1.025)
C (-3.832, 1.038, -0.404)
C (-4.172, -0.135, 0.286)
C (2.986, 1.115, 0.647)
C (0.277, -0.799, 3.590)
C (-5.171, -2.465, 0.114)
C (1.592, -2.401, 1.467)
C (-2.081, 1.570, 1.187)
C (-0.188, 3.277, -1.586)
C (-1.332, -3.322, -2.411)
C (3.393, -0.068, -0.245)
C (1.127, 0.963, -2.808)
C (-2.819, 1.871, 0.028)
C (-6.628, -0.421, 0.391)
C (2.141, 2.136, -0.124)
C (-3.441, -0.450, 1.426)
C (-2.409, 0.385, 1.867)
C (-1.199, 2.598, 1.858)
C (2.262, 0.626, 1.910)
H (-1.945, 0.202, 2.827)
H (4.936, -1.427, -3.529)
H (6.582, 0.986, -0.461)
H (-2.614, 2.791, -0.506)
H (4.762, 2.331, 0.301)
H (-2.398, -3.499, -2.565)
H (-3.661, -1.356, 1.979)
H (0.252, 0.844, -3.445)
H (0.047, 0.176, 4.012)
H (-5.370, -0.855, -1.286)
H (3.304, -1.598, -2.872)
H (-5.369, -2.672, 1.170)
H (6.263, -0.767, -0.379)
H (1.124, -1.230, 4.115)
H (1.846, -2.561, 0.426)
H (6.966, -0.047, -1.839)
H (-1.022, 3.121, -2.265)
H (1.781, 1.731, -3.206)
H (-7.482, -0.975, -0.001)
H (2.480, -2.469, 2.090)
H (2.970, 0.131, 2.573)
H (1.655, 0.019, -2.742)
H (-0.854, -4.175, -1.927)
H (0.858, -3.137, 1.786)
H (-0.554, 2.143, 2.610)
H (2.740, 2.584, -0.915)
H (-4.379, 1.292, -1.305)
H (-0.837, -3.060, -3.347)
H (3.959, 2.676, 1.833)
H (-0.579, 3.154, 1.162)
H (-6.769, 0.635, 0.148)
H (1.818, 2.940, 0.539)
H (1.836, 1.467, 2.462)
H (2.505, -0.565, -0.656)
H (-1.833, 3.322, 2.373)
H (-6.626, -0.525, 1.480)
H (-0.506, 3.878, -0.743)
H (-5.897, -3.038, -0.464)
H (0.614, 3.787, -2.112)
H (4.917, 1.198, 1.649)
H (4.705, -2.151, -1.926)
H (-0.580, -1.461, 3.689)
H (-4.172, -2.841, -0.123)
H (3.930, -0.817, 0.344)

Cartesian forces (eV/Å) of the 6 atoms listed first:
As 0.702 -0.018 0.457
As -0.020 -0.032 0.034
As 0.563 0.422 -0.256
Cr -0.974 0.184 0.019
S -0.187 -0.125 0.026
O -0.164 0.003 0.104

The HOMO energy (alpha / beta) is -0.5001 / -0.5000 Eh. The LUMO energy (alpha / beta) is -7.46 / -6.77 eV. Its largest force on an atom is 0.01928 Eh/bohr. Its multiplicity is 4. The expectation value of S² is 3.8754. The charge is +2. The energy above the lowest of the compared OMol25 structures with the same formula, charge and spin comes out at 45.1 kJ/mol.

5.
The following is a DFT calculation (ωB97M-V/def2-TZVPD) of 3 unconnected molecules or ions with the total composition C6H15N2 at a distorted geometry.

Atoms and positions in Å:
N (-0.955, 3.051, 0.382)
N (0.132, 0.099, 0.009)
C (0.189, -1.896, -4.015)
C (-0.519, -0.327, 2.224)
C (0.023, -1.389, -2.794)
C (1.304, 0.195, 0.726)
C (-0.910, -0.288, 0.734)
C (1.009, -0.323, 2.182)
H (-0.471, 3.870, 0.047)
H (-1.849, 0.200, 0.442)
H (0.283, -2.007, -1.939)
H (-0.741, 2.210, -0.114)
H (-0.896, -1.120, 2.862)
H (-0.588, -0.514, -2.621)
H (2.126, -0.297, 0.202)
H (-1.144, -1.331, 0.417)
H (0.778, -2.796, -4.118)
H (-0.982, 3.097, 1.387)
H (1.513, -1.277, 2.335)
H (-0.347, -1.436, -4.832)
H (1.506, 1.263, 0.945)
H (1.390, 0.385, 2.911)
H (-0.853, 0.631, 2.629)

Cartesian forces (eV/Å) of the 6 atoms listed first:
N -0.302 0.949 0.153
N 0.908 0.832 -2.204
C -0.282 0.335 0.947
C 0.298 0.655 0.333
C -0.588 -0.697 -0.259
C -0.096 -1.064 2.248

The HOMO energy is -0.4801 Eh. The LUMO energy is -8.06 eV. Its largest force on an atom is 0.05549 Eh/bohr. The charge is +1. The energy above the lowest of the compared OMol25 structures with the same formula, charge and spin comes out at 602.1 kJ/mol.

6.
The following is a DFT calculation (ωB97M-V/def2-TZVPD) of 2 unconnected molecules or ions with the total composition C4H12N2 at a distorted geometry.

Atoms and positions in Å:
N (-1.510, 0.141, 0.285)
N (1.194, 1.658, 0.080)
C (-2.464, -0.095, -0.784)
C (0.885, -0.759, -0.156)
C (0.726, 0.588, -0.595)
C (1.822, -1.048, 1.003)
H (-2.925, 0.823, -1.180)
H (-0.388, -0.755, 0.243)
H (-1.931, 0.759, 0.980)
H (1.575, 1.520, 1.002)
H (-1.957, -0.582, -1.630)
H (1.452, -0.600, 1.931)
H (0.882, 2.578, -0.183)
H (2.842, -0.682, 0.843)
H (1.880, -2.122, 1.179)
H (-3.292, -0.761, -0.496)
H (0.959, -1.465, -0.980)
H (0.250, 0.802, -1.540)

Cartesian forces (eV/Å) of the 6 atoms listed first:
N 0.409 0.272 -0.486
N -0.150 -0.667 -0.502
C -0.081 -0.183 0.225
C 0.561 0.160 -0.423
C 0.087 -0.190 0.795
C -0.168 0.126 0.054

The HOMO energy is -0.2558 Eh. The LUMO energy is 0.82 eV. Its largest force on an atom is 0.02365 Eh/bohr. The energy above the lowest of the compared OMol25 structures with the same formula, charge and spin comes out at 342.3 kJ/mol.